One molecule with the formula C27H28N4O4S in a non-equilibrium geometry. Source: the Open Molecules 2025 dataset; level of theory: ωB97M-V/def2-TZVPD.

Last column: Löwdin charge in e.
Geometry (Å):
C (3.852, 0.140, -4.127)  -0.0572
C (3.377, -1.211, -4.666)  -0.2001
N (1.958, -1.443, -4.473)  -0.0693
C (1.067, -1.175, -5.591)  -0.1980
C (0.907, 0.310, -5.897)  -0.0686
C (1.408, -1.835, -3.308)  -0.4164
O (0.209, -1.946, -3.138)  0.0741
C (2.370, -2.201, -2.161)  -0.0261
N (1.680, -2.019, -0.904)  0.0510
C (1.770, -0.758, -0.343)  -0.4026
O (2.507, 0.081, -0.819)  0.0961
N (1.028, -0.529, 0.797)  0.1454
C (0.999, 0.807, 1.305)  -0.1828
C (1.265, 1.041, 2.644)  0.0083
C (1.037, 2.299, 3.172)  -0.0349
C (0.573, 3.333, 2.370)  -0.2414
C (0.069, 4.616, 2.962)  -0.0492
C (-1.457, 4.582, 2.790)  -0.5070
O (-2.079, 5.448, 2.216)  0.0632
N (-2.023, 3.480, 3.332)  0.0829
C (-3.335, 3.005, 2.927)  -0.1206
C (-3.169, 1.890, 1.924)  -0.2058
C (-2.823, 2.192, 0.613)  -0.0447
C (-2.580, 1.180, -0.298)  -0.0886
C (-2.682, -0.145, 0.091)  -0.0874
C (-3.036, -0.454, 1.393)  -0.0927
C (-3.270, 0.560, 2.306)  -0.0361
C (0.406, 3.104, 1.008)  -0.0176
C (0.602, 1.846, 0.476)  0.0060
C (0.176, -1.445, 1.441)  -0.4278
O (-0.392, -1.172, 2.475)  0.0791
C (0.070, -2.678, 0.716)  -0.3739
S (-0.988, -3.979, 1.134)  1.0818
C (-0.468, -4.857, -0.244)  -0.3761
C (0.465, -4.205, -0.989)  -0.0991
C (0.777, -2.938, -0.443)  -0.2345
H (3.450, 0.956, -4.720)  0.0635
H (3.539, 0.294, -3.097)  0.0567
H (4.937, 0.187, -4.171)  0.0786
H (3.943, -2.022, -4.199)  0.1148
H (3.568, -1.259, -5.741)  0.1222
H (1.449, -1.703, -6.471)  0.1210
H (0.097, -1.595, -5.319)  0.1145
H (0.124, 0.442, -6.639)  0.0744
H (1.826, 0.736, -6.292)  0.0618
H (0.624, 0.848, -4.996)  0.0827
H (3.246, -1.556, -2.133)  0.1105
H (2.677, -3.244, -2.263)  0.1406
H (1.603, 0.237, 3.278)  0.1224
H (1.205, 2.469, 4.227)  0.1157
H (0.447, 5.491, 2.433)  0.1262
H (0.325, 4.697, 4.019)  0.1219
H (-1.406, 2.764, 3.691)  0.1334
H (-3.879, 2.659, 3.811)  0.1204
H (-3.856, 3.858, 2.487)  0.1247
H (-2.743, 3.227, 0.312)  0.1165
H (-2.312, 1.424, -1.316)  0.1051
H (-2.485, -0.933, -0.623)  0.1057
H (-3.119, -1.484, 1.704)  0.0962
H (-3.531, 0.312, 3.325)  0.1127
H (0.069, 3.909, 0.373)  0.1269
H (0.424, 1.660, -0.571)  0.1215
H (-0.889, -5.823, -0.439)  0.0693
H (0.878, -4.602, -1.897)  0.1111

The value obtained for the HOMO-LUMO gap is 8.9 eV. The calculation puts the LUMO energy at 0.29 eV. The calculation puts the HOMO energy at -8.63 eV.